Molecular formula: C3H10NO
Method: DFT, wB97M-V/def2-TZVPD

```
15
C3H10NO, DFT wB97M-V/def2-TZVPD
C -1.109 2.689 -0.833
O -1.103 1.444 -0.353
H -0.381 3.427 -0.333
H -0.558 2.766 -1.942
H -2.055 3.286 -0.925
C 1.208 -1.100 1.341
N 0.701 -0.764 0.002
C -0.118 -1.947 -0.441
H 0.817 -1.862 1.970
H 2.237 -1.382 1.145
H 1.337 -0.125 2.008
H 0.336 0.256 -0.081
H -0.664 -2.350 0.497
H 0.346 -2.828 -0.979
H -0.993 -1.507 -1.077
```

Its spin multiplicity is 1. As for the total energy: -250.2092 hartree. The net charge is -1.